The following is a DFT calculation (ωB97M-V/def2-TZVPD) of a gas-phase ion, C10H13N4 (charge +1) in a non-equilibrium geometry.

Results
energy above the lowest of the compared OMol25 structures with the same formula, charge and spin = 3.9471 eV
Kohn-Sham gap (alpha / beta) = 7.8 / 7.8 eV
electronic energy = -16530.955 eV
E_HOMO (alpha / beta) = -11.67 / -11.67 eV
lowest unoccupied orbital energy (alpha / beta) = -3.849 / -3.849 eV
F_max = 5.63 eV/A
molar mass = 189.24 g/mol

Geometry as ORCA input:
```
! wB97M-V def2-TZVPD RIJCOSX def2/J DEFGRID3
* xyz 1 1
C -2.769 -1.807 -0.400
C -3.585 -0.692 -0.140
C -1.426 -1.622 -0.330
C -3.088 0.488 0.241
C -0.919 -0.424 -0.074
C -1.750 0.650 0.180
C -0.031 2.381 0.045
C 1.842 0.049 1.270
C 3.142 -1.068 -0.357
C 1.271 0.278 -0.153
N 0.870 1.622 -0.579
N -1.244 2.002 0.514
N 1.970 -0.555 -1.032
N 2.724 -1.073 1.018
H -3.178 -2.729 -0.713
H -4.679 -0.686 -0.390
H -0.676 -2.439 -0.559
H -3.681 1.427 0.415
H 0.163 3.494 -0.225
H 2.378 0.970 1.609
H 1.107 -0.199 2.033
H 3.383 -2.115 -0.912
H 3.951 -0.355 -0.548
H -1.958 2.626 0.855
H 1.909 -0.530 -2.065
H 1.583 2.202 -1.254
H 2.692 -1.897 1.553
*
```



The following is a DFT calculation (ωB97M-V/def2-TZVPD) of 3 unconnected molecules or ions with the total composition C27H62BN2O9P in a non-equilibrium geometry.

Results
structure (SMILES) = CCO[C@H](C)[C@](CCCCN(C)C(C)=O)(NP(C)C)B(C)O.COCCOCCOC.COCCOCCOC
Kohn-Sham gap = 8.1 eV
electronic energy = -60366.739 eV
E_HOMO = -7.55 eV
lowest unoccupied orbital energy = 0.575 eV
F_max = 8.06 eV/A
molar mass = 600.58 g/mol

Geometry as ORCA input:
```
! wB97M-V def2-TZVPD RIJCOSX def2/J DEFGRID3
* xyz 0 1
C -2.186 -2.879 0.888
C -0.771 -2.215 0.393
O -0.650 -0.765 0.599
C -1.078 0.012 -0.572
C 0.193 -0.075 -1.657
C -1.344 1.605 -0.304
C -1.834 2.445 -1.655
C -2.855 1.610 -2.626
C -4.438 1.612 -2.092
C -4.980 0.084 -1.724
N -5.575 -0.020 -0.330
C -5.799 -1.488 0.071
C -6.955 0.600 -0.242
C -7.740 0.713 1.225
O -7.657 1.072 -1.298
N 0.032 2.209 0.047
P 0.214 2.453 1.803
C 1.500 3.906 1.952
C 1.069 0.989 2.680
B -2.416 1.957 0.888
C -3.060 0.860 1.967
O -2.892 3.371 1.096
H -3.139 -2.229 0.694
H -2.333 -3.868 0.236
H -2.093 -3.270 2.007
H 0.083 -2.717 1.058
H -0.580 -2.584 -0.701
H -2.024 -0.539 -1.043
H 0.049 0.617 -2.589
H 0.334 -1.175 -2.088
H 1.234 0.183 -1.141
H -2.232 3.520 -1.420
H -0.833 2.604 -2.287
H -2.492 0.528 -2.916
H -2.895 2.211 -3.657
H -4.567 2.379 -1.217
H -5.131 2.005 -2.980
H -5.787 -0.296 -2.517
H -4.110 -0.729 -1.766
H -5.573 -1.675 1.216
H -6.932 -1.751 -0.189
H -5.133 -2.239 -0.537
H -8.908 0.876 1.050
H -7.365 1.633 1.851
H -7.615 -0.278 1.875
H 0.072 3.166 -0.370
H 2.138 3.792 2.949
H 1.011 4.963 1.828
H 2.259 3.726 1.063
H 0.209 0.375 3.232
H 1.661 0.310 1.933
H 1.747 1.418 3.554
H -4.146 1.246 2.211
H -2.455 0.937 2.993
H -3.011 -0.246 1.587
H -2.150 3.954 0.718
C 8.713 -0.086 7.043
O 7.386 0.399 7.163
C 7.182 1.603 6.423
C 5.690 1.819 6.156
O 5.197 1.024 5.069
C 5.030 -0.372 5.348
C 3.818 -0.661 6.241
O 4.139 -0.410 7.610
C 2.984 -0.183 8.400
H 9.426 0.644 7.435
H 8.795 -1.010 7.622
H 8.940 -0.316 5.997
H 7.721 1.562 5.470
H 7.570 2.431 7.026
H 5.550 2.859 5.841
H 5.087 1.678 7.055
H 5.946 -0.810 5.747
H 4.848 -0.841 4.374
H 3.542 -1.718 6.155
H 2.975 -0.039 5.925
H 2.447 0.701 8.038
H 3.301 0.006 9.427
H 2.328 -1.059 8.383
C 3.653 -1.674 -6.856
O 2.315 -2.136 -6.772
C 1.844 -2.185 -5.424
C 0.314 -2.190 -5.393
O -0.252 -0.886 -5.582
C -0.198 -0.375 -6.921
C -1.199 -1.057 -7.860
O -0.688 -2.315 -8.303
C -1.715 -3.185 -8.749
H 4.327 -2.345 -6.316
H 3.942 -1.652 -7.910
H 3.729 -0.657 -6.459
H 2.218 -1.325 -4.857
H 2.223 -3.110 -4.975
H -0.003 -2.501 -4.391
H -0.109 -2.911 -6.095
H 0.819 -0.403 -7.316
H -0.481 0.680 -6.838
H -1.355 -0.433 -8.748
H -2.154 -1.193 -7.341
H -2.409 -3.402 -7.929
H -1.256 -4.124 -9.066
H -2.251 -2.745 -9.594
*
```



Which of these has the lowest molar mass? C10H13N4



The highest F_max belongs to which entry? C27H62BN2O9P



Among the records above, which one has the highest molar mass? C27H62BN2O9P



What is the F_max in the first record? 5.63 eV/A